ORCA calculation (ωB97M-V/def2-TZVPD) on a cluster of 2 separate species, C4H2N2O2S in total.

HOMO level: -10.375 eV
relative energy (zero: lowest compared OMol25 entry of this formula, charge and spin): 47.9 kJ/mol
total charge: 0

Element x y z (Å)
C (0.583, 2.904, 0.748)
C (0.612, -1.385, -0.545)
C (-0.092, 0.661, -0.445)
C (-0.827, -1.545, -0.101)
N (1.111, 3.133, 1.755)
N (0.961, 0.016, -0.597)
O (1.333, -2.295, -0.756)
O (0.167, 2.587, -0.390)
S (-1.576, 0.093, 0.013)
H (-1.320, -2.199, -0.678)
H (-0.951, -1.971, 0.996)

Population analysis type natural (NBO), resulting atomic charges in e: number 1, C, carries 0.526; number 2, C, carries 0.666; number 3, C, carries 0.394; number 4, C, carries -0.635; number 5, N, carries -0.442; number 6, N, carries -0.481; number 7, O, carries -0.457; number 8, O, carries -0.528; number 9, S, carries 0.422; number 10, H, carries 0.255; number 11, H, carries 0.280

---

ORCA calculation (ωB97M-V/def2-TZVPD) on the ion C4H2N3O5 with charge -1.

HOMO level (alpha / beta): -1.736 / -5.347 eV
spin multiplicity: 3
⟨S²⟩: 2.01
total charge: -1

Element x y z (Å)
C (-2.026, 1.472, -1.349)
C (-0.098, -1.184, 0.237)
C (0.052, 0.276, -1.653)
C (0.167, -0.695, 1.565)
N (-1.160, 0.665, -1.158)
N (0.649, -0.730, -0.945)
N (1.243, 0.012, 1.896)
O (-2.967, 2.139, -1.343)
O (-1.066, -1.862, -0.082)
O (0.563, 0.760, -2.670)
O (1.553, 0.110, 3.090)
O (1.926, 0.597, 1.007)
H (-0.476, -1.048, 2.333)
H (1.641, -0.510, -0.929)

Population analysis type natural (NBO), resulting atomic charges in e: number 1, C, carries 0.918; number 2, C, carries 0.408; number 3, C, carries 0.790; number 4, C, carries 0.095; number 5, N, carries -0.600; number 6, N, carries -0.647; number 7, N, carries 0.251; number 8, O, carries -0.512; number 9, O, carries -0.567; number 10, O, carries -0.633; number 11, O, carries -0.534; number 12, O, carries -0.609; number 13, H, carries 0.206; number 14, H, carries 0.436

---

ORCA calculation (ωB97M-V/def2-TZVPD) on a structure of composition C4H2N4S3.

HOMO level: -9.342 eV
relative energy (zero: lowest compared OMol25 entry of this formula, charge and spin): 33.7 kJ/mol
total charge: 0

Element x y z (Å)
C (0.306, 1.966, 0.499)
C (-2.337, 0.347, -0.078)
C (1.590, -1.803, 0.502)
C (1.236, -0.414, 0.304)
N (-0.343, 2.636, -0.113)
N (-3.028, 1.129, -0.677)
N (1.632, -2.444, -0.663)
N (1.076, -0.061, -0.929)
S (1.240, -1.381, -1.825)
S (1.200, 0.930, 1.489)
S (-1.486, -0.747, 0.599)
H (1.917, -2.263, 1.422)
H (-3.002, 2.105, -0.530)

Population analysis type natural (NBO), resulting atomic charges in e: number 1, C, carries 0.067; number 2, C, carries 0.235; number 3, C, carries -0.060; number 4, C, carries 0.001; number 5, N, carries -0.313; number 6, N, carries -0.657; number 7, N, carries -0.572; number 8, N, carries -0.631; number 9, S, carries 0.912; number 10, S, carries 0.361; number 11, S, carries 0.005; number 12, H, carries 0.229; number 13, H, carries 0.424

---

ORCA calculation (ωB97M-V/def2-TZVPD) on the molecule C4H2O2.

HOMO level: -10.102 eV
relative energy (zero: lowest compared OMol25 entry of this formula, charge and spin): 54.6 kJ/mol
structure (SMILES): C#CC(=O)C=O
total charge: 0

Element x y z (Å)
C (0.380, -1.870, 0.545)
C (0.300, -0.682, 0.723)
C (0.087, 0.759, 0.571)
O (0.296, 1.619, 1.389)
C (-0.389, 1.018, -0.862)
O (-1.552, 1.091, -1.133)
H (0.406, -2.919, 0.347)
H (0.456, 0.992, -1.595)

Population analysis type natural (NBO), resulting atomic charges in e: number 1, C, carries -0.102; number 2, C, carries -0.160; number 3, C, carries 0.430; number 4, O, carries -0.449; number 5, C, carries 0.370; number 6, O, carries -0.462; number 7, H, carries 0.244; number 8, H, carries 0.128

---

ORCA calculation (ωB97M-V/def2-TZVPD) on a structure of composition C4H2O2.

HOMO level: -9.528 eV
relative energy (zero: lowest compared OMol25 entry of this formula, charge and spin): 276.8 kJ/mol
total charge: 0

Element x y z (Å)
O (0.088, -1.394, 0.128)
C (-0.772, -0.267, 0.093)
C (-0.338, 1.126, 0.446)
O (-0.882, 2.124, 0.801)
C (0.495, 0.570, -0.590)
C (1.095, -0.643, -0.326)
H (-1.794, -0.479, -0.212)
H (2.108, -1.036, -0.340)

Population analysis type natural (NBO), resulting atomic charges in e: number 1, O, carries -0.392; number 2, C, carries -0.030; number 3, C, carries 0.524; number 4, O, carries -0.474; number 5, C, carries -0.253; number 6, C, carries 0.192; number 7, H, carries 0.223; number 8, H, carries 0.210

---

ORCA calculation (ωB97M-V/def2-TZVPD) on the molecule C4H2O2.

HOMO level: -10.934 eV
relative energy (zero: lowest compared OMol25 entry of this formula, charge and spin): 82.1 kJ/mol
structure (SMILES): O=CC#CC=O
total charge: 0

Element x y z (Å)
O (-2.127, 0.607, 0.864)
C (-1.853, -0.230, 0.040)
C (-0.522, -0.825, 0.030)
C (0.662, -0.581, -0.054)
C (1.844, 0.264, -0.037)
O (2.992, -0.057, -0.189)
H (-2.515, -0.489, -0.798)
H (1.519, 1.310, 0.143)

Population analysis type natural (NBO), resulting atomic charges in e: number 1, O, carries -0.467; number 2, C, carries 0.360; number 3, C, carries -0.060; number 4, C, carries -0.027; number 5, C, carries 0.352; number 6, O, carries -0.455; number 7, H, carries 0.147; number 8, H, carries 0.150

---

ORCA calculation (ωB97M-V/def2-TZVPD) on the molecule C4H2O2.

HOMO level: -9.625 eV
relative energy (zero: lowest compared OMol25 entry of this formula, charge and spin): 388.6 kJ/mol
total charge: 0

Element x y z (Å)
O (0.047, 1.094, 0.584)
C (0.899, 1.636, -0.276)
C (0.129, -1.046, -0.792)
O (0.667, -1.451, -1.767)
C (-0.231, -0.186, 0.208)
C (-0.923, -1.270, 0.517)
H (1.021, 2.642, 0.161)
H (-1.608, -1.420, 1.366)

Population analysis type natural (NBO), resulting atomic charges in e: number 1, O, carries -0.457; number 2, C, carries 0.143; number 3, C, carries 0.625; number 4, O, carries -0.483; number 5, C, carries 0.093; number 6, C, carries -0.220; number 7, H, carries 0.076; number 8, H, carries 0.224

---

Energy
In order: -811.67922, -693.99774, -1567.15878, -303.98901, -303.90440, -303.97855, -303.86181
Unit: hartree